C31H38BCrN2O6Se | wB97M-V/def2-TZVPD

```
80
Properties=species:S:1:pos:R:3
Cr -1.63263 -0.60432 1.50930
C 1.51859 -3.11350 4.32494
C 2.09310 -2.49569 3.06310
C 2.00717 -3.12993 1.84081
C 1.37421 -4.49507 1.79737
C 2.36401 -2.46486 0.64003
C 2.03544 -3.17309 -0.65535
C 2.97079 -1.21325 0.71996
C 3.51595 -0.59713 -0.55394
C 3.05928 -0.56222 1.96955
C 3.56809 0.84982 2.01715
C 2.73186 -1.23214 3.14220
C 3.06634 -0.57673 4.47394
H 1.47625 -2.35303 5.13058
H 2.15747 -3.96862 4.62885
H 0.52302 -3.52720 4.10104
H 0.28627 -4.42402 1.72769
H 1.55000 -4.98300 2.77227
H 1.74246 -5.14075 0.97116
H 0.93803 -3.36572 -0.66563
H 2.54785 -4.12900 -0.75221
H 2.27007 -2.58134 -1.56115
H 2.68792 -0.21565 -1.16485
H 4.08022 -1.31169 -1.13202
H 4.13648 0.25627 -0.31326
H 3.16094 1.35196 2.90195
H 3.26920 1.41342 1.11836
H 4.66345 0.89365 2.09209
H 2.22947 0.07137 4.75670
H 3.97735 -0.00210 4.41339
H 3.14071 -1.32852 5.24180
N -1.88927 -0.60916 3.72041
C -1.82987 0.78269 4.15906
C -2.28012 1.21807 5.39342
C -2.14971 2.60343 5.65685
C -1.60984 3.47700 4.73243
C -1.08956 3.06446 3.51788
C -0.44107 3.91947 2.59487
C 0.06706 3.33205 1.42842
C -0.03708 1.94892 1.27720
N -0.76031 1.17922 2.08675
C -1.21577 1.67946 3.24415
H -2.76762 -1.03728 3.98058
H -1.13865 -1.20382 4.12956
H -2.65728 0.52095 6.13843
H -2.43804 2.94021 6.62453
H -1.55296 4.54046 4.97813
H -0.34245 4.99406 2.81796
H 0.46770 3.94495 0.61598
H 0.51933 1.36891 0.51930
C -3.28923 1.34035 -6.58682
C -1.85438 1.91064 -6.27510
C -0.92776 1.75540 -7.48273
C -1.96161 3.42526 -5.88054
C -1.33333 1.13550 -5.09972
C -0.16062 0.32717 -5.17463
C 0.24739 -0.42803 -4.03269
C -0.45936 -0.29700 -2.88655
O -0.11832 -0.77773 -1.63092
B -1.10656 -0.26844 -0.75725
O -2.05599 0.52274 -1.48905
C -1.60778 0.47683 -2.81264
C -2.07302 1.15155 -3.87609
H -3.61899 1.72189 -7.54769
H -4.00624 1.55630 -5.79027
H -3.23345 0.26416 -6.69140
H -1.32163 2.23837 -8.39799
H -0.77141 0.70234 -7.72933
H 0.02906 2.21080 -7.30069
H -2.42575 4.00645 -6.66707
H -0.94010 3.81821 -5.68228
H -2.49884 3.55077 -4.95207
H 0.37610 0.24877 -6.10474
H 1.16018 -0.98792 -4.17200
H -2.96683 1.75620 -3.82764
O -3.39538 -1.25414 0.55566
Se -2.82659 -2.88369 0.51544
O -2.44631 -3.17601 -1.15480
O -1.10459 -2.59174 1.28709
O -3.67255 -3.96697 1.47276
```

As for the total charge: -1. As for the HOMO-LUMO gap (spin up / spin down): 5.3 / 7.7 eV. As for the multiplicity: 5. For the total energy, the calculation gives -142474.0013 eV. The expectation value of S² is 6.150. For the HOMO energy (spin up / spin down), the calculation gives -2.95 / -5.29 eV. Its energy relative to the best compared isomer or geometry (same formula, charge and spin) is 0.0 kcal per mole.